{
  "formula": "C8H9N2O5S3",
  "method": "ωB97M-V/def2-TZVPD",
  "symbols": ["C", "C", "C", "O", "C", "S", "S", "H", "H", "H", "H", "H", "H", "H", "O", "N", "O", "C", "C", "C", "N", "O", "O", "C", "S", "H", "H"],
  "positions_angstrom": [[1.356, -4.763, 0.483], [0.061, -3.967, 0.306], [-0.655, -4.295, -0.974], [0.509, -2.586, 0.414], [-0.412, -1.569, 0.512], [0.262, -0.061, 0.422], [-2.028, -1.869, 0.673], [1.206, -5.839, 0.329], [2.099, -4.414, -0.242], [1.765, -4.605, 1.487], [-0.629, -4.173, 1.144], [-0.773, -5.384, -1.034], [-1.647, -3.832, -1.020], [-0.073, -3.969, -1.842], [2.475, 5.709, -1.267], [2.381, 4.644, -0.626], [3.377, 3.980, -0.223], [1.127, 4.076, -0.298], [-0.133, 4.499, -0.659], [-1.091, 3.604, -0.120], [-2.380, 4.047, 0.297], [-3.016, 3.290, 1.070], [-2.824, 5.147, -0.086], [-0.550, 2.450, 0.551], [1.141, 2.679, 0.752], [-0.359, 5.425, -1.175], [-1.190, 1.776, 1.125]],
  "forces_ev_per_a": [[-0.043, 0.042, -0.001], [0.310, 0.095, 0.993], [-0.208, -0.007, -0.621], [-0.690, -0.194, -0.282], [0.273, -1.512, -0.096], [0.886, 0.176, -0.402], [-0.767, -0.097, 0.274], [-0.099, 0.233, 0.055], [-0.072, -0.049, 0.052], [-0.056, -0.007, -0.174], [0.249, 0.154, -0.201], [0.002, 0.122, -0.013], [0.374, -0.124, 0.039], [0.004, -0.025, 0.046], [-0.498, -1.701, 1.016], [2.167, 0.134, -0.216], [-1.605, 1.483, -0.725], [-0.916, -0.011, 0.195], [0.448, -0.228, 0.460], [1.154, -0.961, 1.038], [-2.430, -0.374, 0.385], [0.923, 1.431, -1.353], [0.931, -1.384, 0.367], [-0.570, 2.750, 0.184], [-0.500, -0.260, -0.856], [0.056, -0.225, -0.021], [0.677, 0.537, -0.145]],
  "mulliken_charge": [-1.431, 0.492, -1.232, -0.338, 0.230, -0.447, -0.423, 0.402, 0.338, 0.324, 0.315, 0.365, 0.302, 0.312, -0.601, 0.936, -0.599, 0.174, -0.430, -0.215, 0.943, -0.594, -0.627, -0.371, 0.015, 0.473, 0.686],
  "homo_lumo_gap_ev": 5.568,
  "energy_ha": -1990.35352,
  "multiplicity": 1,
  "total_charge": -1
}

{
  "formula": "C2H10N3",
  "method": "ωB97M-V/def2-TZVPD",
  "symbols": ["C", "N", "H", "H", "H", "H", "H", "H", "N", "C", "N", "H", "H", "H", "H"],
  "positions_angstrom": [[-1.429, 1.588, -2.184], [-1.300, 0.331, -1.137], [-2.477, 1.527, -2.527], [-0.441, 1.618, -2.856], [-1.371, 2.455, -1.541], [-1.861, 0.345, -0.344], [-1.114, -0.560, -1.680], [-0.194, 0.439, -0.713], [1.070, -1.865, 1.625], [1.113, -0.507, 1.572], [0.853, 0.291, 0.469], [1.749, -2.302, 2.279], [0.352, -2.457, 1.386], [1.660, -0.078, 2.400], [1.229, 1.222, 0.566]],
  "forces_ev_per_a": [[1.030, -1.551, 1.351], [5.342, 1.335, -4.529], [1.044, 0.033, -0.844], [-2.828, -0.510, 1.101], [0.059, 0.219, 0.160], [-1.663, -0.341, 1.286], [-1.367, 1.109, 1.120], [-1.876, -0.713, 0.569], [2.232, 1.441, 1.807], [0.683, 2.079, -4.127], [0.126, -3.088, 2.987], [-1.111, 0.696, -0.479], [-1.842, -1.166, -1.288], [0.155, 0.238, 0.032], [0.016, 0.219, 0.853]],
  "mulliken_charge": [-0.666, -0.495, 0.317, 0.310, 0.328, 0.315, 0.394, 0.457, -0.356, 0.048, -0.619, 0.246, 0.219, 0.308, 0.196],
  "homo_lumo_gap_ev": 10.693,
  "energy_ha": -246.16822,
  "multiplicity": 1,
  "total_charge": 1
}

{
  "formula": "C20H60O10",
  "method": "ωB97M-V/def2-TZVPD",
  "symbols": ["C", "C", "O", "H", "H", "H", "H", "H", "H", "C", "C", "O", "H", "H", "H", "H", "H", "H", "C", "C", "O", "H", "H", "H", "H", "H", "H", "C", "C", "O", "H", "H", "H", "H", "H", "H", "C", "C", "O", "H", "H", "H", "H", "H", "H", "C", "C", "O", "H", "H", "H", "H", "H", "H", "C", "C", "O", "H", "H", "H", "H", "H", "H", "C", "C", "O", "H", "H", "H", "H", "H", "H", "C", "C", "O", "H", "H", "H", "H", "H", "H", "C", "C", "O", "H", "H", "H", "H", "H", "H"],
  "positions_angstrom": [[5.420, 15.601, 23.591], [5.117, 15.893, 25.041], [6.259, 16.523, 25.625], [6.277, 14.934, 23.509], [5.652, 16.529, 23.064], [4.547, 15.148, 23.121], [4.910, 14.952, 25.568], [4.216, 16.513, 25.126], [6.151, 16.518, 26.580], [3.419, 8.936, 16.124], [2.798, 7.564, 16.226], [3.509, 6.780, 17.190], [3.167, 9.389, 15.169], [4.502, 8.846, 16.231], [3.098, 9.577, 16.947], [2.778, 7.041, 15.262], [1.730, 7.645, 16.483], [3.320, 5.855, 17.005], [-0.032, 11.350, 24.613], [-0.309, 10.594, 25.888], [-1.402, 11.251, 26.555], [0.372, 12.340, 24.820], [-0.918, 11.332, 23.987], [0.795, 10.861, 24.084], [0.563, 10.579, 26.547], [-0.599, 9.565, 25.642], [-1.516, 10.833, 27.414], [-0.283, 13.843, 20.179], [-0.738, 13.843, 21.605], [-2.150, 14.095, 21.664], [-0.874, 13.180, 19.546], [0.764, 13.539, 20.134], [-0.362, 14.837, 19.731], [-0.201, 14.585, 22.214], [-0.476, 12.900, 22.103], [-2.375, 14.276, 22.581], [3.206, 16.153, 20.561], [3.170, 17.328, 19.590], [4.416, 18.043, 19.587], [3.186, 16.518, 21.592], [4.120, 15.577, 20.422], [2.348, 15.490, 20.434], [2.380, 18.030, 19.868], [3.019, 16.972, 18.575], [4.534, 18.416, 20.466], [6.926, 10.804, 22.777], [7.795, 11.048, 21.571], [8.897, 11.864, 21.996], [5.933, 10.422, 22.545], [6.785, 11.735, 23.332], [7.414, 10.134, 23.489], [7.245, 11.638, 20.830], [8.130, 10.099, 21.146], [9.499, 11.956, 21.252], [4.325, 11.681, 20.108], [3.492, 12.528, 21.054], [2.325, 11.853, 21.478], [5.208, 12.239, 19.783], [3.790, 11.288, 19.242], [4.712, 10.810, 20.649], [3.251, 13.497, 20.621], [4.139, 12.758, 21.918], [2.613, 11.027, 21.914], [5.363, 12.203, 15.918], [6.098, 12.102, 14.619], [7.369, 12.730, 14.804], [5.202, 13.248, 16.195], [5.916, 11.751, 16.746], [4.396, 11.695, 15.952], [5.545, 12.630, 13.834], [6.232, 11.059, 14.313], [8.000, 12.402, 14.158], [2.968, 8.126, 20.549], [3.545, 8.255, 21.946], [2.926, 9.379, 22.634], [3.357, 8.888, 19.880], [1.882, 8.246, 20.618], [3.125, 7.135, 20.122], [4.619, 8.428, 21.906], [3.363, 7.363, 22.547], [2.088, 9.058, 22.981], [7.165, 8.967, 17.441], [6.411, 8.715, 18.724], [5.885, 7.371, 18.721], [6.509, 9.041, 16.572], [7.881, 8.166, 17.260], [7.737, 9.902, 17.474], [5.575, 9.399, 18.905], [7.066, 8.764, 19.594], [5.074, 7.376, 18.190]],
  "forces_ev_per_a": [[-0.036, 0.184, 0.074], [0.086, -0.330, 0.176], [-0.222, 0.024, -0.099], [-0.014, -0.035, -0.051], [0.016, -0.035, -0.029], [0.058, -0.075, -0.056], [-0.028, 0.054, -0.054], [0.139, 0.124, 0.038], [0.016, 0.053, 0.005], [0.229, -0.173, 0.413], [-0.637, -0.285, -0.261], [-0.281, 0.180, -0.199], [0.035, 0.184, 0.019], [-0.048, 0.010, -0.342], [-0.150, 0.041, -0.105], [0.418, 0.130, -0.003], [0.212, 0.021, 0.295], [0.091, -0.041, 0.182], [0.877, -0.464, 0.137], [-0.512, 0.225, 0.201], [0.305, -0.174, -0.115], [-0.524, 0.236, -0.038], [-0.003, 0.367, -0.122], [-0.229, -0.117, -0.111], [0.066, -0.065, -0.087], [0.100, -0.015, 0.109], [-0.069, 0.024, 0.009], [0.240, 0.382, -0.462], [-0.086, -0.088, 0.881], [0.355, -0.056, -0.065], [-0.013, -0.181, 0.196], [-0.052, -0.119, -0.021], [-0.038, 0.011, 0.129], [-0.029, 0.205, -0.360], [-0.257, -0.146, -0.306], [-0.072, -0.040, -0.003], [-0.120, 0.267, 0.033], [0.476, 0.041, 0.434], [-0.244, -0.211, -0.079], [0.054, -0.054, -0.003], [0.025, 0.009, -0.058], [-0.028, 0.099, -0.057], [-0.235, -0.155, -0.195], [-0.023, 0.130, -0.087], [0.058, 0.010, -0.017], [0.037, 0.183, 0.756], [-0.042, 0.735, 0.113], [0.030, -0.456, 0.008], [0.071, -0.139, -0.178], [-0.028, 0.086, -0.216], [-0.032, -0.139, -0.166], [-0.120, -0.381, -0.171], [0.075, 0.083, -0.123], [0.029, 0.046, 0.027], [0.453, -0.176, 0.133], [0.599, -0.356, 0.308], [-0.028, 0.200, 0.011], [-0.104, 0.018, -0.174], [-0.181, 0.300, -0.033], [-0.081, 0.023, 0.003], [-0.419, -0.197, -0.134], [-0.140, 0.025, -0.028], [-0.155, 0.166, -0.185], [-0.355, -0.018, 1.063], [0.256, 0.045, -0.254], [0.003, -0.037, 0.110], [-0.007, -0.014, -0.109], [0.293, 0.019, -0.172], [-0.041, 0.106, -0.478], [0.000, -0.132, -0.043], [-0.055, 0.012, 0.020], [-0.099, -0.004, -0.087], [-0.469, -0.368, 0.203], [-0.469, 0.322, -0.061], [0.540, -0.415, -0.009], [0.017, 0.021, -0.061], [0.025, 0.109, -0.086], [0.315, 0.108, -0.027], [0.009, 0.135, 0.164], [0.096, -0.102, -0.086], [-0.039, 0.096, -0.002], [0.392, 0.633, -0.191], [-0.493, -1.097, 0.103], [0.009, 0.530, 0.102], [-0.028, -0.105, 0.090], [-0.075, -0.090, 0.069], [-0.114, -0.033, 0.081], [0.215, 0.267, -0.197], [0.092, 0.078, -0.073], [0.114, -0.242, 0.037]],
  "mulliken_charge": [-0.595, -0.311, -0.523, 0.336, 0.276, -0.013, 0.277, 0.268, 0.297, -0.414, -0.520, -0.437, 0.468, -0.177, 0.154, 0.421, 0.287, 0.243, -0.688, -0.433, -0.514, 0.333, 0.332, 0.072, 0.333, 0.294, 0.287, -0.974, 0.330, -0.558, 0.375, 0.061, 0.292, 0.269, -0.140, 0.303, -0.403, -0.559, -0.531, 0.284, 0.261, 0.017, 0.279, 0.336, 0.303, -0.759, 0.236, -0.568, 0.020, 0.205, 0.373, 0.064, 0.151, 0.309, -0.377, 0.406, -0.386, 0.456, 0.091, -0.196, -0.215, 0.029, 0.268, -0.731, -0.311, -0.533, 0.392, 0.066, 0.236, 0.293, 0.285, 0.302, -0.437, -0.492, -0.490, -0.225, 0.464, 0.343, 0.147, 0.422, 0.185, -1.185, 0.683, -0.595, 0.110, 0.335, 0.353, -0.046, 0.035, 0.293],
  "smiles": "CCO.CCO.CCO.CCO.CCO.CCO.CCO.CCO.CCO.CCO",
  "homo_lumo_gap_ev": 10.295,
  "energy_ha": -1550.28060,
  "multiplicity": 1,
  "total_charge": 0
}

{
  "formula": "C6H10F6KNO6S2",
  "method": "ωB97M-V/def2-TZVPD",
  "symbols": ["K", "C", "F", "F", "F", "S", "O", "O", "N", "S", "O", "O", "C", "F", "F", "F", "C", "O", "C", "C", "O", "C", "H", "H", "H", "H", "H", "H", "H", "H", "H", "H"],
  "positions_angstrom": [[-2.067, 4.564, 7.847], [0.823, 6.262, 9.147], [0.654, 6.481, 7.872], [1.530, 7.266, 9.631], [-0.386, 6.088, 9.679], [1.671, 4.556, 9.299], [2.841, 4.546, 8.404], [1.937, 4.548, 10.734], [0.483, 3.493, 8.610], [1.200, 2.137, 8.312], [1.356, 1.938, 6.870], [2.333, 1.808, 9.156], [-0.237, 0.833, 8.757], [-0.433, 0.690, 10.066], [-1.307, 1.031, 8.075], [0.306, -0.340, 8.383], [-5.651, 2.921, 7.501], [-4.343, 2.953, 6.794], [-4.449, 2.642, 5.379], [-3.038, 2.308, 4.851], [-2.102, 3.349, 5.307], [-0.777, 3.196, 4.684], [-5.677, 3.683, 8.280], [-5.976, 2.013, 8.009], [-6.409, 3.174, 6.760], [-4.880, 3.441, 4.777], [-5.030, 1.729, 5.251], [-2.959, 2.352, 3.765], [-2.653, 1.327, 5.130], [-0.715, 3.460, 3.628], [-0.399, 2.175, 4.642], [-0.074, 3.881, 5.158]],
  "forces_ev_per_a": [[0.164, -0.462, -0.276], [1.255, -2.303, -0.546], [-0.534, 0.642, -1.803], [-0.636, -0.500, 0.635], [-0.664, 0.922, 0.865], [2.304, -0.125, -0.260], [-2.105, 0.503, 1.306], [-1.007, -0.544, -1.554], [0.817, 3.204, 2.179], [0.457, -2.925, -1.591], [-0.461, 0.041, 1.508], [-1.300, 0.253, -0.392], [4.532, -0.218, 0.485], [-0.802, 0.804, 0.020], [-2.045, 0.542, -0.527], [-0.199, -0.124, -0.451], [0.468, 0.743, -1.110], [-1.381, -0.261, 0.435], [1.286, -0.830, 0.496], [1.055, 1.534, 0.280], [0.680, -0.904, -0.710], [-0.412, 0.182, -0.243], [0.390, 0.215, -0.190], [0.768, -0.574, -0.424], [-0.164, 0.057, 0.116], [-0.129, 0.282, 0.356], [-0.289, 0.037, -0.033], [-0.676, -0.110, -0.218], [-0.177, -0.031, 0.491], [-0.919, 0.460, -0.285], [-0.131, -0.129, 0.972], [-0.144, -0.381, 0.467]],
  "mulliken_charge": [0.916, 0.643, -0.221, -0.179, -0.235, 0.932, -0.614, -0.606, -0.273, 0.901, -0.625, -0.601, 0.607, -0.238, -0.166, -0.255, -0.795, -0.247, -0.470, -0.657, -0.245, -0.859, 0.244, 0.293, 0.330, 0.344, 0.390, 0.381, 0.357, 0.344, 0.326, 0.280],
  "homo_lumo_gap_ev": 8.659,
  "energy_ha": -2736.25186,
  "multiplicity": 1,
  "total_charge": 0
}

{
  "formula": "CH4Na7O5",
  "method": "ωB97M-V/def2-TZVPD",
  "symbols": ["Na", "Na", "Na", "Na", "Na", "Na", "Na", "C", "O", "O", "O", "O", "H", "H", "O", "H", "H"],
  "positions_angstrom": [[-3.591, 8.299, 5.157], [-4.398, 8.944, 1.196], [-6.595, 6.370, -0.016], [-5.072, 3.860, 2.282], [-3.082, 5.123, -0.520], [-6.831, 6.889, 3.310], [-0.902, 6.672, 3.178], [-3.644, 6.351, 2.259], [-3.390, 7.369, 2.974], [-4.815, 6.207, 1.727], [-2.811, 5.415, 2.115], [-3.210, 2.584, 3.152], [-2.824, 2.053, 3.872], [-2.573, 3.297, 3.016], [-0.774, 5.406, -0.792], [0.131, 5.305, -1.144], [-0.714, 5.054, 0.104]],
  "forces_ev_per_a": [[0.330, 0.373, 0.688], [0.594, 0.779, 0.006], [-0.571, -0.207, -0.868], [0.656, -1.374, 0.509], [1.093, -0.423, -0.612], [-0.551, 0.018, 0.716], [0.537, -0.211, -0.044], [1.661, -1.488, 1.076], [-0.305, 1.468, 0.322], [-3.025, 0.578, -1.314], [0.052, 0.365, -0.617], [-0.164, 0.846, 0.044], [-0.339, -0.221, -0.250], [0.230, -0.340, 0.052], [-0.481, -0.013, 0.658], [-0.338, 0.051, -0.289], [0.620, -0.200, -0.078]],
  "mulliken_charge": [1.005, 0.929, 1.010, 0.961, 0.934, 0.979, 0.916, 0.917, -0.891, -1.021, -0.789, -0.610, 0.350, 0.305, -0.651, 0.347, 0.310],
  "homo_lumo_gap_ev": 7.920,
  "energy_ha": -1550.96569,
  "multiplicity": 1,
  "total_charge": 5
}

{
  "formula": "C3H8N3O2PS",
  "method": "ωB97M-V/def2-TZVPD",
  "symbols": ["N", "P", "O", "O", "N", "C", "C", "S", "C", "N", "H", "H", "H", "H", "H", "H", "H", "H"],
  "positions_angstrom": [[2.731, 0.278, -0.738], [1.254, 1.012, -0.365], [1.338, 1.954, 0.707], [0.324, 1.078, -1.507], [0.578, -0.828, 0.527], [-0.879, -0.833, 0.782], [-1.510, -0.855, -0.691], [-2.392, 0.703, -0.748], [-1.973, 1.133, 0.869], [-1.286, 0.312, 1.534], [3.462, 0.889, -0.441], [2.832, 0.016, -1.709], [0.939, -1.417, -0.198], [1.043, -1.055, 1.390], [-1.379, -1.770, 1.370], [-0.780, -0.924, -1.400], [-2.091, -1.667, -0.802], [-2.210, 1.973, 1.419]],
  "forces_ev_per_a": [[-1.065, 0.165, 0.073], [-0.284, -1.647, -1.968], [0.481, 1.175, 1.910], [0.837, -0.452, 0.186], [-0.236, 1.346, 1.258], [-2.100, -2.481, -1.106], [0.249, 2.625, 3.541], [-1.266, 0.564, -0.940], [0.771, -2.094, -0.409], [1.322, -0.603, 0.474], [0.729, 0.169, 0.232], [-0.026, 0.105, -0.053], [-0.336, -0.828, -0.306], [0.663, 0.231, 0.255], [2.020, 1.742, -1.243], [1.942, 0.383, -1.904], [-2.596, -2.570, -0.230], [-1.105, 2.170, 0.230]],
  "mulliken_charge": [-0.548, 0.960, -0.607, -0.611, -0.543, 0.091, -0.961, -0.182, -0.107, -0.553, 0.267, 0.261, 0.335, 0.305, 0.359, 0.480, 0.542, 0.511],
  "smiles": "N[P@@](=O)([O-])[NH2+][C@@H]1CSC=N1",
  "homo_lumo_gap_ev": 9.193,
  "energy_ha": -1173.44744,
  "multiplicity": 1,
  "total_charge": 0
}

Across the entries above, energy relative to the best compared isomer or geometry (same formula, charge and spin) takes the values 0.00, 56.74, 34.92, 36.23, 29.25, 25.68 kcal/mol, respectively.